141
Properties=species:S:1:pos:R:3 method="wB97M-V/def2-TZVPD" spin_multiplicity=1 total_energy_ha=-3571.38494 charge=+1
C -5.862 3.868 -3.285
C -6.506 3.310 -4.534
C -6.480 1.778 -4.597
O -5.718 1.245 -3.505
C -5.406 -0.062 -3.613
O -5.983 -0.847 -4.335
C -4.250 -0.425 -2.710
S -2.727 -0.791 -3.555
N -2.239 0.794 -4.127
C -3.088 1.338 -5.092
N -3.600 2.541 -4.911
N -3.318 0.594 -6.184
F -4.063 1.364 -7.087
C -2.100 0.167 -6.940
C -0.879 -0.101 -6.052
P -0.546 -1.910 -5.825
O 0.616 -2.363 -6.605
C -0.891 0.738 -4.750
C 0.196 0.359 -3.744
C 0.710 1.604 -2.998
C 1.923 2.209 -3.684
O 1.612 2.842 -4.918
O -5.857 3.770 -5.744
C -6.316 4.965 -6.215
O -6.635 5.893 -5.503
C -6.379 5.032 -7.720
S -8.118 4.994 -8.256
H -6.560 3.773 -2.461
H -4.917 3.398 -3.034
H -5.669 4.928 -3.388
H -7.543 3.621 -4.549
H -6.079 1.454 -5.551
H -7.500 1.418 -4.534
H -4.538 -1.353 -2.224
H -4.122 0.308 -1.920
H -3.509 3.271 -5.598
H -4.065 2.733 -4.034
H -1.864 1.008 -7.587
H -2.332 -0.652 -7.607
H -0.018 0.251 -6.613
H -1.765 -2.530 -6.173
H -0.395 -2.163 -4.452
H -0.647 1.754 -5.048
H 1.042 -0.032 -4.303
H -0.155 -0.380 -3.037
H -0.052 2.382 -2.957
H 1.006 1.355 -1.985
H 2.662 1.442 -3.890
H 2.382 2.947 -3.029
H 0.834 3.390 -4.811
H -5.872 4.189 -8.169
H -5.945 5.968 -8.041
H -8.631 4.107 -7.391
C -2.620 2.869 -0.139
C -2.128 4.275 0.177
N -3.078 5.313 -0.171
C -2.511 6.652 -0.097
C -2.073 7.167 1.278
C -4.410 5.162 0.393
C -4.556 5.107 1.919
H -2.875 2.775 -1.199
H -1.835 2.147 0.088
H -3.493 2.594 0.453
H -1.215 4.442 -0.401
H -1.835 4.312 1.238
H -3.224 7.357 -0.531
H -1.643 6.676 -0.764
H -2.921 7.465 1.891
H -1.445 8.052 1.158
H -1.489 6.428 1.828
H -4.845 4.249 -0.025
H -5.042 5.964 0.005
H -3.789 4.488 2.388
H -5.525 4.677 2.179
H -4.520 6.097 2.369
C 2.259 1.132 5.551
C 2.298 2.409 4.728
N 1.307 2.437 3.668
C 1.497 3.529 2.733
C 1.333 4.965 3.248
C -0.065 2.198 4.082
C -0.686 3.145 5.118
H 2.391 0.258 4.914
H 3.065 1.141 6.285
H 1.324 1.024 6.102
H 3.286 2.483 4.265
H 2.211 3.270 5.410
H 0.822 3.383 1.882
H 2.505 3.435 2.315
H 0.285 5.229 3.384
H 1.744 5.664 2.516
H 1.859 5.135 4.187
H -0.125 1.180 4.474
H -0.695 2.183 3.187
H 0.004 3.379 5.930
H -1.566 2.676 5.563
H -1.019 4.081 4.672
C 2.132 -6.442 3.850
C 2.022 -4.984 3.431
N 1.919 -4.068 4.551
C 1.568 -2.716 4.157
C 2.562 -1.928 3.293
C 2.968 -4.183 5.549
C 4.419 -3.977 5.092
H 1.285 -6.736 4.470
H 2.142 -7.078 2.964
H 3.051 -6.644 4.402
H 1.118 -4.874 2.826
H 2.870 -4.745 2.768
H 1.348 -2.138 5.059
H 0.618 -2.771 3.615
H 3.406 -1.563 3.876
H 2.064 -1.051 2.872
H 2.945 -2.516 2.459
H 2.892 -5.173 6.004
H 2.747 -3.493 6.367
H 4.627 -4.469 4.140
H 5.098 -4.402 5.834
H 4.675 -2.923 4.999
C 4.916 -9.718 2.684
C 6.332 -9.365 2.254
N 6.508 -7.957 1.952
C 7.778 -7.662 1.311
C 9.067 -7.899 2.107
C 6.102 -7.038 3.000
C 6.779 -7.154 4.372
H 4.193 -9.426 1.921
H 4.837 -10.796 2.832
H 4.639 -9.242 3.625
H 6.562 -9.932 1.348
H 7.032 -9.720 3.028
H 7.758 -6.623 0.969
H 7.827 -8.263 0.398
H 9.237 -7.121 2.850
H 9.923 -7.881 1.429
H 9.071 -8.865 2.610
H 5.023 -7.148 3.141
H 6.222 -6.016 2.629
H 6.898 -8.187 4.699
H 6.170 -6.644 5.123
H 7.757 -6.676 4.382